# 1
52
Properties=species:S:1:pos:R:3 method="wB97M-V/def2-TZVPD" gap_ha=0.2792 smiles="O=[N+]([O-])c1ccc(S(=O)(=O)C[C@@H](CN2CCOCC2)N2CCOCC2)cc1" relative_energy_kcal_mol=110.3 lumo_energy_ev=-1.1 charge=0 molar_mass_g_mol=399.47 homo_ev=-8.7
O 5.247 -0.643 -4.976
N 4.121 -1.079 -5.045
O 3.528 -1.318 -6.073
C 3.424 -1.330 -3.799
C 4.071 -1.063 -2.597
C 3.399 -1.296 -1.411
C 2.107 -1.792 -1.449
S 1.234 -2.059 0.110
O 2.180 -2.538 1.079
O 0.085 -2.878 -0.172
C 0.726 -0.378 0.579
C -0.538 0.017 -0.172
C -1.805 -0.539 0.538
N -1.710 -0.491 1.990
C -2.842 0.132 2.654
C -2.500 0.298 4.136
O -2.228 -0.941 4.744
C -1.177 -1.603 4.078
C -1.494 -1.799 2.596
N -0.501 1.447 -0.429
C -1.372 1.906 -1.495
C -0.973 3.342 -1.851
O -1.073 4.195 -0.737
C -0.265 3.730 0.319
C -0.659 2.309 0.728
C 1.470 -2.072 -2.644
C 2.131 -1.838 -3.837
H 5.080 -0.681 -2.613
H 3.867 -1.123 -0.455
H 0.575 -0.370 1.654
H 1.559 0.266 0.310
H -0.497 -0.456 -1.162
H -2.668 0.039 0.197
H -1.940 -1.571 0.199
H -3.033 1.115 2.219
H -3.757 -0.480 2.562
H -3.341 0.728 4.682
H -1.626 0.961 4.227
H -1.055 -2.565 4.578
H -0.247 -1.021 4.178
H -0.666 -2.309 2.102
H -2.395 -2.429 2.504
H -1.242 1.265 -2.369
H -2.435 1.897 -1.202
H -1.639 3.751 -2.612
H 0.060 3.341 -2.229
H -0.412 4.428 1.145
H 0.792 3.740 0.012
H -0.015 1.960 1.534
H -1.699 2.329 1.086
H 0.475 -2.486 -2.620
H 1.671 -2.044 -4.792

***

# 2
32
Properties=species:S:1:pos:R:3 method="wB97M-V/def2-TZVPD" gap_ha=0.2212 relative_energy_kcal_mol=2.5 lumo_energy_ev=-10.0 charge=+2 molar_mass_g_mol=430.62 homo_ev=-16.0
Pd 1.003 -0.139 1.469
F -0.837 -2.571 2.349
C -0.610 -2.568 1.048
C 0.180 -1.625 0.411
C 0.464 -1.709 -0.944
F 1.177 -0.767 -1.584
C -0.047 -2.760 -1.685
F 0.199 -2.827 -2.974
C -0.849 -3.713 -1.067
F -1.337 -4.705 -1.765
C -1.126 -3.615 0.288
F -1.848 -4.537 0.882
O 2.806 -0.176 0.449
H 3.529 -0.648 0.893
H 2.770 -0.460 -0.482
N -1.390 4.217 -2.031
C -0.867 3.237 -1.308
C -1.673 2.207 -0.759
C -1.102 1.216 -0.026
N 0.234 1.166 0.201
C 1.027 2.148 -0.301
C 0.524 3.172 -1.039
H -2.379 4.264 -2.217
H -0.818 4.954 -2.411
H -2.745 2.202 -0.905
H -1.705 0.435 0.417
H 2.086 2.095 -0.088
H 1.197 3.933 -1.408
O -0.296 -0.027 2.915
C 0.524 -0.623 3.719
O 1.588 -1.046 3.168
H 0.322 -0.729 4.784

***

# 3
20
Properties=species:S:1:pos:R:3 method="wB97M-V/def2-TZVPD" gap_ha=0.2778 relative_energy_kcal_mol=9.4 lumo_energy_ev=1.3 charge=-1 molar_mass_g_mol=355.25 homo_ev=-6.3
K 1.491 1.970 -1.127
C -1.404 1.197 2.972
F -0.824 -0.008 2.994
F -2.643 1.046 2.451
F -1.543 1.634 4.230
S -0.445 2.333 1.938
O -1.019 3.632 2.168
O 0.913 2.171 2.395
O -0.676 1.817 0.596
C -0.151 -2.518 -1.158
F -1.054 -1.629 -0.757
F -0.586 -3.722 -0.848
F -0.115 -2.463 -2.513
S 1.504 -2.212 -0.447
O 1.613 -0.773 -0.609
O 1.375 -2.671 0.888
O 2.353 -3.001 -1.306
O 0.311 1.101 -3.577
H 0.305 0.301 -4.113
H 0.597 1.796 -4.177